Entry 1:
Here is a cluster of 2 separate species, C34H40O4 in total in a non-equilibrium geometry from the OMol25 dataset. Energies are from ωB97M-V/def2-TZVPD.

```
! RIJCOSX wB97M-V def2-TZVPD def2/J DEFGRID3
* xyz 0 1
O -0.444 1.740 1.832
O -3.141 0.401 4.794
O 0.906 0.076 2.564
O 1.574 1.412 -6.478
C 0.455 -0.045 -4.894
C 1.738 -1.491 -1.663
C 3.099 -0.221 1.682
C 0.028 3.240 -6.343
C 1.737 -0.885 -2.954
C -2.372 0.957 3.980
C 2.898 -2.073 -1.046
C 1.841 0.588 1.602
C -0.286 4.503 -5.843
C 0.504 -0.679 -3.663
C 5.279 -1.963 -0.408
C 4.164 -1.414 -1.040
C -4.885 1.204 2.081
C 1.634 0.504 -5.420
C 5.177 -3.166 0.297
C 1.326 2.758 -6.169
C -0.625 -2.102 4.346
C -2.355 -2.227 2.493
C -1.093 0.348 3.696
C 2.342 3.547 -5.622
C -2.870 2.255 3.327
C -0.532 -0.616 4.707
C -3.572 2.007 1.998
C -4.736 -1.320 2.491
C -3.813 -2.470 2.087
C 2.874 0.203 -4.858
C 2.014 4.818 -5.150
C 2.922 -0.535 -3.686
C 0.703 5.292 -5.250
C -2.034 -2.554 3.948
C -0.231 0.818 2.611
C -4.796 -0.194 1.455
C 3.957 -3.858 0.287
C 2.844 -3.332 -0.364
H 3.609 -0.088 2.638
H 2.044 1.644 1.832
H 3.901 -0.866 -3.344
H -5.211 1.133 3.126
H 0.519 -0.355 4.913
H -2.774 -2.077 4.613
H -2.831 1.524 1.347
H -1.681 -2.809 1.844
H -3.798 2.985 1.549
H 2.802 5.438 -4.720
H 1.395 0.524 0.598
H -1.104 -0.463 5.636
H -3.838 -2.603 1.000
H 6.027 -3.548 0.868
H -5.755 -1.698 2.655
H -4.181 -3.393 2.549
H 1.914 -3.906 -0.408
H 3.889 -4.816 0.807
H -4.407 -0.914 3.461
H -0.423 -1.078 -3.242
H -5.662 1.766 1.546
H -1.309 4.870 -5.939
H -3.941 -0.253 0.767
H -3.588 2.710 4.021
H -0.315 -2.664 5.237
H 0.769 -1.681 -1.198
H 2.907 -1.287 1.544
H 3.776 0.571 -5.351
H -2.118 -3.644 4.093
H 4.242 -0.425 -1.497
H 0.086 -2.304 3.534
H -5.691 -0.355 0.838
H 0.460 6.291 -4.886
H -0.477 0.095 -5.450
H 3.348 3.137 -5.550
H -2.090 -1.174 2.314
H -0.713 2.593 -6.806
H -2.022 2.934 3.176
H 3.784 0.096 0.896
H 6.233 -1.435 -0.440
*
```

Properties
LUMO level (eV): -3.64
Energy (a.u.): -1620.37304
Energy above the lowest of the compared OMol25 structures with the same formula, charge and spin (kJ/mol): 65.3
HOMO-LUMO gap (eV): 2.0
HOMO energy (eV): -5.7

Entry 2:
Here is a cluster of 2 separate species, C34H41BN2O5 in total in a non-equilibrium geometry from the OMol25 dataset. Energies are from ωB97M-V/def2-TZVPD.

```
! RIJCOSX wB97M-V def2-TZVPD def2/J DEFGRID3
* xyz 0 1
O 1.562 -0.375 1.585
O -0.788 -0.776 3.862
O -1.929 4.777 -0.941
O 2.615 -1.998 3.089
O 1.804 0.162 3.938
N -0.538 3.130 -1.792
N -1.183 1.363 -0.563
C -2.125 2.438 -0.226
C -0.643 0.999 -3.048
C 0.086 3.995 -2.749
C 5.097 0.747 2.157
C 3.776 0.076 2.486
C -3.751 2.878 -2.944
C -1.115 -2.650 5.094
C -3.884 0.498 -2.545
C -1.251 0.191 0.075
C 2.809 0.215 1.282
C 3.052 0.768 3.688
C 1.299 -5.564 -1.240
C 0.616 1.097 -3.909
C 1.586 -4.304 -1.793
C 1.219 1.428 -1.536
C 1.146 -3.151 -1.146
C -3.572 2.088 -0.579
C -2.531 -0.505 5.483
C -0.020 -4.511 0.508
C -3.987 0.279 -3.923
C -1.557 3.606 -1.012
C -0.581 -0.965 -0.305
C -3.981 1.362 -4.811
C -0.280 -2.022 0.533
C 0.459 -5.660 -0.115
C -0.291 1.705 -1.714
C -3.725 1.799 -2.052
C 0.019 -2.833 4.257
C -3.871 2.666 -4.317
C 0.213 -1.661 3.510
C 3.893 -1.434 2.878
C -1.546 -1.356 4.845
C 0.301 -3.226 -0.001
C 1.790 1.398 -2.957
B 1.600 -0.929 2.938
H 1.755 -6.458 -1.665
H -1.505 -3.317 5.865
H -0.913 -0.046 -2.851
H 1.454 -2.170 -1.513
H 2.934 1.844 3.461
H -2.036 0.406 5.853
H 2.178 -4.210 -2.704
H -4.195 2.949 -0.303
H -1.868 0.185 0.976
H 0.509 1.887 -4.666
H -0.680 -4.569 1.378
H 2.238 2.366 -3.203
H -3.894 3.526 -4.990
H 1.677 2.185 -0.884
H 2.580 0.645 -3.068
H 2.658 1.290 1.076
H -3.340 -0.241 4.786
H -0.625 -1.988 1.564
H -4.076 1.193 -5.887
H -1.527 1.470 -3.494
H -4.073 -0.742 -4.303
H 3.695 0.692 4.585
H 4.907 1.787 1.843
H 5.604 0.228 1.328
H -2.048 2.702 0.846
H -0.287 3.806 -3.770
H -0.155 5.026 -2.465
H 0.198 -6.640 0.287
H 0.791 0.163 -4.457
H -3.899 1.243 0.036
H 4.447 -1.518 3.829
H 3.230 -0.272 0.380
H -0.279 -1.051 -1.352
H 1.339 0.457 -1.039
H -3.703 3.896 -2.544
H 4.424 -1.997 2.089
H 5.773 0.778 3.024
H 1.171 3.860 -2.741
H -2.977 -1.040 6.326
H 0.640 -3.723 4.217
H -3.914 -0.344 -1.844
*
```

Properties
LUMO level (eV): -1.57
Energy (a.u.): -1830.77521
HOMO-LUMO gap (eV): 5.2
HOMO energy (eV): -6.8

Entry 3:
Here is a structure of composition C34H41BN7PW in a non-equilibrium geometry from the OMol25 dataset. Energies are from ωB97M-V/def2-TZVPD.

```
! RIJCOSX wB97M-V def2-TZVPD def2/J DEFGRID3
* xyz 2 3
W 1.935 0.962 0.950
P -1.852 -1.086 -0.927
N 1.112 -0.411 2.160
N 3.399 2.303 1.500
N 1.824 1.754 -0.986
N 3.357 3.615 1.040
N 2.057 3.135 -1.079
N 0.478 2.512 1.322
N 0.889 3.872 1.115
C 2.814 -1.744 0.887
C 2.063 3.441 -2.381
C 4.492 4.234 1.480
C 3.087 -0.575 0.212
C -3.742 0.483 0.481
C -2.244 -0.126 -2.496
C -0.190 4.664 1.221
C 3.388 -2.957 0.477
C 0.216 -1.137 4.262
C -4.692 -1.534 2.098
C -1.284 -0.523 -3.695
C 4.180 -0.669 -0.752
C -0.979 -3.369 -2.496
C 1.830 -2.536 3.075
C 0.263 -0.197 3.255
C 1.862 2.261 -3.170
C -3.240 -3.481 -1.357
C -1.969 1.430 -2.252
C -0.893 2.515 1.529
C 5.263 3.320 2.246
C -1.801 -2.943 -1.279
C -4.730 0.798 1.454
C 4.459 -3.032 -0.393
C -3.238 -0.833 0.309
C 1.057 -2.307 4.217
C -3.756 -0.284 -2.876
C -1.345 3.857 1.471
C -3.603 -1.819 1.268
C 4.848 -1.880 -1.042
C 4.543 2.100 2.194
C -5.278 -0.280 2.173
C 1.901 -1.636 2.059
C -1.035 -3.488 -0.026
C 1.793 1.222 -2.256
B 2.159 4.136 0.216
H -0.252 0.833 3.314
H -5.090 1.809 1.551
H 1.155 -2.873 5.117
H -3.841 0.330 -3.875
H -5.082 -2.295 2.827
H 2.944 -3.793 0.927
H -0.580 -4.359 -2.172
H -1.152 -4.558 0.067
H -3.263 -4.520 -1.706
H -1.596 -3.560 -3.331
H 0.066 -3.279 -0.028
H 2.359 -3.491 2.967
H 6.169 3.498 2.778
H -0.168 5.691 1.134
H -1.496 1.623 1.887
H -3.739 -2.827 -2.116
H 5.546 -1.788 -1.853
H 1.716 2.231 -4.240
H -4.390 0.080 -2.040
H 4.765 1.148 2.656
H -0.963 1.542 -2.666
H 1.594 0.157 -2.330
H -3.199 -2.842 1.277
H 2.152 4.492 -2.678
H -1.386 -3.096 0.918
H -2.364 4.176 1.759
H 2.261 5.260 -0.131
H -3.819 -3.376 -0.397
H -0.490 -0.930 4.998
H -1.864 1.596 -1.169
H -0.156 -2.600 -2.728
H -6.145 -0.141 2.840
H 4.454 0.234 -1.325
H 4.951 -3.953 -0.579
H 4.742 5.276 1.366
H -3.384 1.290 -0.178
H -1.461 -1.492 -4.204
H -1.558 0.234 -4.489
H -0.194 -0.380 -3.548
H -2.594 2.189 -2.670
H -4.045 -1.306 -3.138
*
```

Properties
LUMO level (alpha / beta) (eV): -7.36 / -7.08
Energy (a.u.): -2136.19129
<S²>: 2.020
HOMO-LUMO gap (alpha / beta) (eV): 4.7 / 5.0
HOMO energy (alpha / beta) (eV): -12.0 / -12.1

Entry 4:
Here is a structure of composition C34H41GeN4O7RhS in a non-equilibrium geometry from the OMol25 dataset. Energies are from ωB97M-V/def2-TZVPD.

```
! RIJCOSX wB97M-V def2-TZVPD def2/J DEFGRID3
* xyz 2 1
Rh -0.213 -0.451 -0.011
Ge -0.213 2.930 1.898
S -0.883 0.642 1.969
O 2.833 -1.196 7.245
O 1.033 -0.556 8.357
O 0.834 -1.851 -1.008
O 2.429 -3.344 -0.759
O 0.702 -1.560 1.532
O 6.147 1.614 -0.113
O 6.758 -0.494 -0.849
N -1.856 0.882 -0.545
N -0.219 -0.192 -2.317
N -0.451 -3.538 1.242
N 1.652 -3.488 2.224
C 3.151 -1.109 -0.629
C 1.299 0.092 3.600
C -1.630 -2.739 1.078
C 1.123 4.004 6.231
C 2.810 0.156 -0.201
C -3.054 3.472 1.658
C 1.541 -4.856 2.728
C 3.751 1.170 0.022
C -0.089 0.098 3.455
C 1.661 3.376 3.975
C 1.841 -0.218 4.828
C -0.313 -4.753 0.413
C -1.660 4.468 -0.045
C -0.365 -0.516 5.752
C 7.278 0.792 -0.474
C -0.927 -0.226 4.512
C 5.054 0.833 -0.237
C 0.655 -2.853 1.642
C 1.012 -0.498 5.913
C 2.136 -2.177 -0.774
C -2.789 5.016 -0.644
C -4.043 4.787 -0.096
C -4.178 4.019 1.055
C -0.233 3.983 5.926
C 1.711 -0.789 7.220
C 2.070 3.704 5.259
C 4.502 -1.427 -0.879
C -0.649 3.653 4.645
C 0.299 3.346 3.665
C -1.756 1.538 -1.874
C -1.784 3.690 1.110
C 5.415 -0.432 -0.680
C -1.405 0.469 -2.859
C 2.955 -2.850 2.433
H 0.635 0.320 -2.524
H -1.249 0.873 -3.859
H -0.970 2.291 -1.812
H -2.675 0.276 -0.523
H -3.174 2.873 2.555
H 2.042 -5.557 2.061
H 3.167 -2.801 3.501
H -5.157 3.857 1.486
H -1.912 -2.226 1.996
H 2.912 -0.235 4.980
H 4.786 -2.418 -1.207
H -1.427 -1.938 0.334
H 1.939 0.328 2.760
H 7.934 0.682 0.385
H 3.720 -3.446 1.938
H -0.082 -1.135 -2.664
H 0.713 -4.849 0.072
H 2.023 -4.893 3.703
H 2.406 3.155 3.218
H -2.462 -3.333 0.710
H -0.622 -5.643 0.958
H 0.499 -5.135 2.844
H 7.794 1.240 -1.319
H -2.688 2.041 -2.132
H -2.687 5.630 -1.529
H 2.957 -1.852 2.013
H 1.760 0.347 -0.023
H -1.708 3.651 4.414
H -4.921 5.218 -0.561
H 3.124 3.736 5.500
H 0.955 2.945 0.906
H 3.480 2.158 0.370
H -2.002 -0.243 4.379
H -1.023 -0.785 6.570
H -2.016 1.605 0.157
H -0.682 4.666 -0.471
H 0.162 -0.179 8.188
H -0.963 4.239 6.682
H 1.445 4.268 7.230
H -2.209 -0.267 -2.916
H -0.944 -4.640 -0.467
*
```

Properties
LUMO level (alpha / beta) (eV): -7.39 / -7.46
Energy (a.u.): -4651.01090
Energy above the lowest of the compared OMol25 structures with the same formula, charge and spin (kJ/mol): 353.6
HOMO-LUMO gap (alpha / beta) (eV): 5.5 / 5.4
HOMO energy (alpha / beta) (eV): -12.9 / -12.9

Entry 5:
Here is a structure of composition C34H41MoN5OS5 from the OMol25 dataset. Energies are from ωB97M-V/def2-TZVPD.

```
! RIJCOSX wB97M-V def2-TZVPD def2/J DEFGRID3
* xyz 2 3
Mo 0.533 0.471 -0.030
S 0.281 0.516 2.379
S 0.153 -1.986 0.270
S -0.558 2.716 0.215
S 2.300 2.338 -0.152
S 2.795 -0.483 -0.087
O 2.792 -2.204 -4.161
N 3.182 4.031 1.608
N -1.649 0.037 -0.492
N 1.637 -2.158 -6.104
N 3.271 1.782 2.277
N 0.670 0.634 -2.281
C -1.039 -2.259 -1.061
C 3.782 -2.848 -7.151
C 3.800 -4.285 -0.988
C 0.231 3.965 4.470
C 3.659 1.839 3.688
C 4.091 4.702 2.548
C 2.440 -3.287 -6.596
C 1.534 -2.931 -0.281
C -0.140 3.213 1.862
C 1.274 -0.442 -4.338
C -0.212 4.560 2.192
C 3.346 5.449 3.640
C 1.952 -1.687 -4.885
C 0.136 2.221 2.804
C -3.235 -1.285 -1.707
C -2.584 1.013 -0.397
C -0.014 4.941 3.510
C 0.306 2.624 4.128
C -2.270 2.177 0.483
C 0.312 1.725 -2.979
C -4.146 -0.248 -1.692
C -3.819 0.909 -1.006
C 2.591 -4.972 -0.893
C 0.859 -1.108 -8.221
C 1.442 -4.295 -0.524
C 5.117 1.476 3.900
C -2.005 -1.114 -1.095
C 0.482 -1.770 -6.906
C 3.874 -2.930 -0.725
C 1.157 -0.412 -2.957
C 0.926 0.698 -5.044
C 2.962 2.733 1.424
C 0.439 1.798 -4.350
C 2.723 -2.233 -0.361
H 2.745 6.254 3.218
H -0.431 5.295 1.430
H 0.361 4.254 5.505
H 4.052 5.894 4.339
H 1.535 -0.266 -8.071
H 3.010 1.120 4.197
H 2.790 4.613 0.881
H 0.174 2.711 -4.864
H 5.316 0.461 3.559
H 1.053 0.748 -6.115
H -0.168 -1.128 -6.312
H 0.506 -4.825 -0.416
H 2.549 -6.031 -1.099
H 4.694 -4.816 -1.280
H -5.107 -0.349 -2.174
H 5.361 1.527 4.959
H 4.813 -2.404 -0.822
H 4.785 3.966 2.946
H 5.789 2.145 3.361
H 4.311 -3.703 -7.570
H -0.094 -2.680 -7.100
H -1.590 -3.180 -0.863
H -3.467 -2.230 -2.175
H -2.948 3.010 0.306
H 0.495 1.879 4.889
H 1.515 -1.260 -2.388
H 2.586 -3.980 -5.765
H -0.067 5.983 3.786
H 3.129 0.844 1.912
H 1.357 -1.809 -8.890
H 2.678 4.789 4.193
H 1.840 -3.794 -7.353
H -0.035 -0.749 -8.729
H 4.401 -2.424 -6.362
H 3.407 2.819 4.087
H -0.049 2.574 -2.413
H 4.689 5.393 1.951
H 3.665 -2.105 -7.940
H -2.349 1.866 1.529
H -0.494 -2.378 -2.001
H -4.521 1.725 -0.918
*
```

Properties
LUMO level (alpha / beta) (eV): -5.57 / -6.29
Energy (a.u.): -3728.02353
Energy above the lowest of the compared OMol25 structures with the same formula, charge and spin (kJ/mol): 0.0
<S²>: 2.028
HOMO-LUMO gap (alpha / beta) (eV): 7.1 / 6.5
HOMO energy (alpha / beta) (eV): -12.6 / -12.8